1.
DFT (wB97M-V/def2-TZVPD) results for a structure of composition C4H4Br2O.

```
11
Properties=species:S:1:pos:R:3:lowdin_charge:R:1
C -0.09 0.59 -0.24 -0.281
C -1.40 0.32 -0.98 -0.326
C 1.22 -0.16 -0.21 -0.174
C 0.33 -0.30 0.96 -1.208
O -2.38 0.99 -0.92 0.164
Br 0.58 0.51 2.67 0.669
Br -0.58 -2.04 1.22 0.640
H 0.02 1.57 -0.15 0.078
H -1.26 -0.71 -1.53 0.176
H 1.28 -1.12 -0.77 0.103
H 2.28 0.34 -0.07 0.157
```

Spin multiplicity = 3
Energy relative to the best compared isomer or geometry (same formula, charge and spin) = 127.8 kJ/mol
LUMO energy (alpha / beta) = 0.47 / -3.00 eV

2.
DFT (wB97M-V/def2-TZVPD) results for an isolated molecule of C4H4BrCl3O2S.

```
15
Properties=species:S:1:pos:R:3:lowdin_charge:R:1
C 1.07 0.09 1.48 -0.036
C 0.14 -0.24 -1.24 -0.335
C -1.24 1.01 0.43 -1.265
C -1.18 -0.10 -0.56 -1.291
O 1.47 -2.11 0.14 -0.350
O 2.67 -0.07 -0.56 -0.317
S 1.49 -0.69 -0.03 0.551
Cl -2.40 0.97 1.67 0.666
Cl -0.80 2.57 -0.12 0.703
Cl -2.47 0.24 -1.83 0.587
Br -1.63 -1.77 0.31 0.792
H 1.55 1.02 1.70 0.051
H 0.72 -0.54 2.28 0.047
H 0.13 -1.06 -1.96 0.107
H 0.47 0.68 -1.72 0.089
```

Energy relative to the best compared isomer or geometry (same formula, charge and spin) = 184.2 kJ/mol
LUMO energy (alpha / beta) = -1.65 / -1.75 eV

3.
DFT (wB97M-V/def2-TZVPD) results for an isolated molecule of C4H4BrClO2.

```
12
Properties=species:S:1:pos:R:3:lowdin_charge:R:1
C -1.43 -0.34 -0.62 -0.711
C 0.69 0.96 0.41 -0.229
C 1.55 0.54 -0.77 -0.460
C -0.57 0.03 0.46 -0.255
O -1.47 0.16 -1.76 0.009
O -0.33 -0.83 1.47 0.061
Cl -2.63 -1.64 -0.24 0.656
Br 2.74 -0.96 -0.37 0.637
H 1.23 1.00 1.38 0.120
H 0.22 1.95 0.22 0.122
H 0.97 0.61 -1.65 0.028
H -0.96 -1.49 1.47 0.023
```

Energy relative to the best compared isomer or geometry (same formula, charge and spin) = 235.2 kJ/mol
LUMO energy (alpha / beta) = -0.69 / -1.47 eV

4.
DFT (wB97M-V/def2-TZVPD) results for a structure of composition C4H4BrFO.

```
11
Properties=species:S:1:pos:R:3:lowdin_charge:R:1
C 1.12 -0.27 0.30 -0.170
C 0.67 0.62 1.12 -0.150
C 0.26 -0.72 -0.82 -0.036
C -1.19 0.41 -0.19 -0.784
O -0.63 1.00 0.93 -0.038
F -1.51 1.19 -1.24 0.002
Br -2.72 -0.81 0.05 0.694
H 2.17 -0.53 0.55 0.116
H 1.33 1.01 1.94 0.148
H 0.35 -0.07 -1.76 0.118
H 0.15 -1.83 -0.87 0.099
```

Energy relative to the best compared isomer or geometry (same formula, charge and spin) = 112.7 kJ/mol
LUMO energy = 0.76 eV

5.
DFT (wB97M-V/def2-TZVPD) results for an isolated molecule of C4H4BrIN4O2S.

```
17
Properties=species:S:1:pos:R:3:lowdin_charge:R:1
N -1.28 1.59 0.58 0.032
N -1.38 0.30 0.25 -0.266
C -0.20 -0.38 0.02 -0.378
N 1.00 0.15 0.21 0.153
C 2.00 -0.59 0.03 -0.195
C 1.90 -1.94 -0.36 -0.716
Br 3.37 -3.01 -0.49 0.805
C 0.60 -2.47 -0.44 -0.181
N -0.40 -1.72 -0.20 0.010
S -2.71 -0.23 -0.89 0.250
O -3.78 0.66 -0.77 -0.360
O -2.12 -0.25 -2.20 -0.344
I -3.37 -2.36 0.01 0.691
H -2.02 1.84 1.34 0.158
H -1.20 2.27 -0.15 0.095
H 2.98 -0.32 0.43 0.114
H 0.21 -3.47 -0.71 0.132
```

LUMO energy = -1.25 eV
SMILES = NN(c1ncc(Br)cn1)S(=O)(=O)I

6.
DFT (wB97M-V/def2-TZVPD) results for a structure of composition C4H4BrIS.

```
11
Properties=species:S:1:pos:R:3:lowdin_charge:R:1
C 2.09 -0.27 -0.05 -0.893
C 2.45 1.26 0.06 -1.100
C 0.71 -0.43 -0.04 -0.377
C -0.04 0.84 -0.23 -0.468
S 1.00 2.26 0.10 0.898
Br 4.24 1.74 -0.05 0.632
I 3.58 -1.61 0.21 0.914
H 0.51 -1.03 -0.92 0.116
H 0.41 -1.10 0.79 0.133
H -0.56 0.86 -1.24 0.115
H -0.81 1.01 0.42 0.029
```

Spin multiplicity = 3
Energy relative to the best compared isomer or geometry (same formula, charge and spin) = 0.0 kJ/mol
LUMO energy (alpha / beta) = 0.43 / -1.23 eV

7.
DFT (wB97M-V/def2-TZVPD) results for a structure of composition C4H4Cl2IrN2O4Tl.

```
18
Properties=species:S:1:pos:R:3:lowdin_charge:R:1
Ir -0.50 -1.09 -3.83 1.164
Tl 2.35 -0.38 0.22 1.146
Cl -1.07 -2.85 -2.46 0.430
Cl 0.29 0.35 -1.22 0.128
C 1.56 2.45 -0.18 -0.098
C -1.37 -2.04 -5.15 -0.245
C 0.08 0.63 -4.24 -0.249
O 0.97 3.43 -0.39 0.132
O -1.86 -2.69 -5.99 0.299
O 0.52 1.66 -4.60 0.262
N 0.08 -1.09 3.50 0.396
C 0.13 0.19 3.05 -0.462
N -0.55 1.10 3.79 0.491
O 0.81 0.53 2.05 -0.131
H -0.53 -1.32 4.27 0.176
H 0.52 -1.81 2.95 0.168
H -0.43 2.06 3.53 0.194
H -0.98 0.89 4.68 0.199
```

Spin multiplicity = 5
Total charge = +4
Energy relative to the best compared isomer or geometry (same formula, charge and spin) = 67.7 kJ/mol
LUMO energy (alpha / beta) = -16.82 / -18.96 eV

8.
DFT (wB97M-V/def2-TZVPD) results for an isolated molecule of C4H4Cl2N2.

```
12
Properties=species:S:1:pos:R:3:lowdin_charge:R:1
C 0.10 -0.40 -1.59 -0.154
C -1.17 0.54 1.07 -0.591
C 0.30 -1.04 -0.22 -0.212
C 0.24 -0.06 1.10 -0.727
N -0.53 0.73 -1.54 -0.128
N -1.16 1.61 -1.21 0.203
Cl -1.46 1.99 1.74 0.699
Cl 1.64 1.12 1.13 0.504
H 0.86 -0.68 -2.36 0.118
H -0.56 -1.73 -0.02 0.111
H 1.28 -1.49 -0.14 0.087
H 0.46 -0.58 2.04 0.090
```

Energy relative to the best compared isomer or geometry (same formula, charge and spin) = 441.1 kJ/mol
LUMO energy = -0.97 eV

9.
DFT (wB97M-V/def2-TZVPD) results for an isolated molecule of C4H4Cl2O.

```
11
Properties=species:S:1:pos:R:3:lowdin_charge:R:1
C -0.60 -0.65 1.58 -0.030
C 0.48 -0.64 0.55 -0.419
O 1.52 -1.18 0.47 0.100
C -0.13 0.41 -0.68 -0.115
C 0.54 0.88 -1.74 -1.152
Cl -0.31 1.98 -2.89 0.559
Cl 2.14 0.55 -2.01 0.735
H -0.76 0.48 1.59 0.113
H -0.40 -1.19 2.50 0.082
H -1.38 -1.26 1.12 0.097
H -1.10 0.61 -0.49 0.032
```

Energy relative to the best compared isomer or geometry (same formula, charge and spin) = 105.4 kJ/mol
LUMO energy = 0.49 eV
SMILES = CC(=O)C=C(Cl)Cl

10.
DFT (wB97M-V/def2-TZVPD) results for an isolated molecule of C4H4Cl2O.

```
11
Properties=species:S:1:pos:R:3:lowdin_charge:R:1
C 1.29 1.08 -1.81 0.053
C 0.92 -0.04 -1.12 -0.312
C 0.01 -0.14 -0.06 -1.168
Cl -1.62 -1.10 -0.39 0.537
Cl 0.87 -0.79 1.26 0.781
C -0.59 1.07 0.61 -0.339
O 0.00 2.20 0.49 -0.012
H 2.00 0.76 -2.73 0.108
H 0.98 2.15 -1.85 0.081
H 1.34 -1.04 -1.39 0.115
H -1.31 0.85 1.55 0.155
```

Energy relative to the best compared isomer or geometry (same formula, charge and spin) = 187.4 kJ/mol
LUMO energy = -0.18 eV
SMILES = C=CC(Cl)(Cl)C=O

11.
DFT (wB97M-V/def2-TZVPD) results for an isolated molecule of C4H4Cl2OS.

```
12
Properties=species:S:1:pos:R:3:lowdin_charge:R:1
C -0.09 0.99 0.50 -0.209
C -1.32 0.53 0.55 -0.961
C 1.06 0.28 -0.21 -0.311
C 0.94 -1.20 -0.15 -0.685
O -1.90 -0.47 -1.86 -0.550
S -1.78 -0.95 -0.47 0.894
Cl -2.63 1.29 1.30 0.668
Cl 1.10 -1.80 1.41 0.660
H -0.04 1.98 1.05 0.123
H 0.96 0.50 -1.32 0.130
H 2.17 0.57 0.14 0.155
H 1.53 -1.73 -0.94 0.086
```

Energy relative to the best compared isomer or geometry (same formula, charge and spin) = 338.3 kJ/mol
LUMO energy (alpha / beta) = -0.62 / -0.90 eV

12.
DFT (wB97M-V/def2-TZVPD) results for a structure of composition C4H4Cl3F.

```
12
Properties=species:S:1:pos:R:3:lowdin_charge:R:1
C -0.92 -0.82 -0.49 -0.107
C -2.01 -0.21 -0.17 -1.143
C 1.48 0.87 -0.09 -0.111
C 0.76 -0.38 0.46 -0.793
F 0.45 -0.30 1.78 -0.060
Cl -3.65 -0.58 -0.68 0.600
Cl -1.92 1.10 1.00 0.635
Cl 1.73 -1.83 0.13 0.668
H -0.86 -1.69 -1.11 0.069
H 2.54 1.07 0.16 0.085
H 0.99 1.95 0.12 0.125
H 1.40 0.82 -1.11 0.031
```

Energy relative to the best compared isomer or geometry (same formula, charge and spin) = 204.6 kJ/mol
LUMO energy = 0.68 eV